# 1
Density functional theory data (ωB97M-V with the def2-TZVPD basis set) for C2H5N in the gas phase at a distorted geometry.

As for the SMILES: C1CN1. The value obtained for the strongest force on any atom is 2.9 eV/Å. As for the LUMO energy: 1.27 eV.

Each line ends with the Mulliken charge.
Cartesian coordinates (Å):
C  0.574  -0.517  -0.077  -0.2988
C  -0.811  0.019  -0.120  -0.2960
N  0.486  0.960  -0.251  -0.5265
H  0.838  -1.001  0.833  0.2309
H  1.035  -1.003  -0.937  0.2289
H  -1.203  0.080  0.993  0.1971
H  -1.439  -0.030  -1.045  0.2437
H  0.520  1.492  0.605  0.2208


# 2
Density functional theory data (ωB97M-V with the def2-TZVPD basis set) for a gas-phase ion, C2H5N2 (charge +1) at a distorted geometry.

As for the SMILES: [NH2+]=C1CN1. As for the charge: +1. The value obtained for the strongest force on any atom is 7.0 eV/Å. As for the LUMO energy: -5.11 eV.

Each line ends with the Mulliken charge.
Cartesian coordinates (Å):
N  0.606  1.390  0.284  -0.2499
C  0.271  0.203  0.022  0.2891
C  -0.352  -0.925  -0.680  -0.1621
N  0.126  -1.215  0.636  -0.3702
H  0.410  2.043  -0.540  0.3502
H  1.228  1.516  1.124  0.3464
H  -1.466  -1.112  -0.890  0.2734
H  0.131  -1.383  -1.533  0.2355
H  -0.484  -1.453  1.388  0.2876